1.
Computed, not measured: a molecular structure, C49H76AsN9OP2Pb at a distorted geometry, with the ωB97M-V functional and the def2-TZVPD basis.

Computed properties:
Total charge: +2
Lowest unoccupied orbital energy, eV: -4.01
Energy above the lowest of the compared OMol25 structures with the same formula, charge and spin, kJ/mol: 0.0
Gap between HOMO and LUMO, eV: 6.967

Positions of all 139 atoms, in Å:
Pb (0.626, 0.303, -0.318)
C (-2.035, -3.700, -0.010)
N (-1.509, -2.574, -0.774)
C (-2.379, -2.082, -1.827)
C (-3.520, -1.244, -1.341)
N (-3.711, -0.732, -0.158)
C (-4.909, -0.027, -0.255)
C (-5.625, 0.696, 0.697)
C (-6.825, 1.265, 0.317)
C (-7.330, 1.124, -0.981)
C (-6.636, 0.417, -1.943)
C (-5.428, -0.147, -1.556)
N (-4.513, -0.928, -2.226)
C (-1.968, -3.438, 1.465)
N (-0.930, -3.033, 2.149)
C (-1.375, -2.919, 3.461)
C (-0.733, -2.461, 4.613)
C (-1.431, -2.496, 5.807)
C (-2.746, -2.971, 5.876)
C (-3.415, -3.389, 4.741)
C (-2.715, -3.336, 3.544)
N (-3.062, -3.648, 2.249)
H (-1.497, -4.627, -0.237)
H (-3.085, -3.862, -0.263)
H (-0.634, -2.832, -1.196)
H (-2.798, -2.893, -2.444)
H (-1.772, -1.462, -2.490)
H (-5.260, 0.808, 1.708)
H (-7.397, 1.828, 1.043)
H (-8.281, 1.575, -1.228)
H (-7.023, 0.289, -2.946)
H (-4.562, -1.201, -3.193)
H (0.263, -2.032, 4.583)
H (-0.952, -2.143, 6.711)
H (-3.245, -3.000, 6.834)
H (-4.438, -3.739, 4.784)
H (-3.972, -3.941, 1.936)
C (1.845, 2.496, -4.035)
C (2.617, 1.170, -4.065)
C (2.738, 0.730, -5.525)
P (1.748, -0.010, -2.882)
C (2.648, -1.675, -2.968)
C (1.696, -2.866, -2.910)
C (3.727, -1.898, -4.024)
C (0.103, -0.109, -3.659)
C (-0.157, -0.880, -4.787)
C (-1.376, -0.802, -5.440)
C (-2.306, 0.121, -4.985)
C (-2.061, 0.914, -3.876)
C (-0.871, 0.799, -3.135)
N (-0.528, 1.485, -1.983)
C (-0.898, 2.781, -1.667)
C (-2.146, 3.369, -1.934)
C (-2.361, 4.728, -1.796)
C (-1.333, 5.566, -1.389)
C (-0.141, 4.997, -0.980)
C (0.073, 3.620, -1.041)
P (1.472, 2.856, -0.153)
C (1.322, 3.540, 1.583)
C (1.747, 4.984, 1.849)
C (2.031, 2.616, 2.581)
C (3.117, 3.354, -0.880)
C (3.202, 4.794, -1.373)
C (4.262, 3.003, 0.073)
H (2.461, 3.293, -4.456)
H (0.943, 2.411, -4.641)
H (1.538, 2.787, -3.033)
H (3.617, 1.310, -3.638)
H (1.776, 0.396, -5.912)
H (3.047, 1.593, -6.117)
H (3.473, -0.052, -5.678)
H (3.173, -1.642, -2.006)
H (1.017, -2.769, -2.065)
H (2.269, -3.790, -2.801)
H (1.094, -2.964, -3.809)
H (3.300, -2.090, -5.007)
H (4.406, -1.050, -4.085)
H (4.320, -2.770, -3.738)
H (0.608, -1.536, -5.181)
H (-1.577, -1.412, -6.309)
H (-3.244, 0.238, -5.514)
H (-2.814, 1.633, -3.607)
H (-2.980, 2.749, -2.218)
H (-3.338, 5.138, -2.014)
H (-1.471, 6.637, -1.344)
H (0.646, 5.642, -0.622)
H (0.244, 3.445, 1.754)
H (2.827, 5.099, 1.766)
H (1.272, 5.707, 1.195)
H (1.464, 5.246, 2.871)
H (3.113, 2.719, 2.517)
H (1.732, 2.884, 3.596)
H (1.753, 1.576, 2.407)
H (3.208, 2.691, -1.743)
H (3.096, 5.508, -0.557)
H (4.178, 4.958, -1.832)
H (2.441, 5.005, -2.124)
H (4.365, 3.741, 0.867)
H (4.121, 2.017, 0.523)
H (5.201, 2.987, -0.482)
N (2.039, -4.364, 3.144)
C (3.437, -3.847, 3.327)
C (4.275, -4.248, 2.098)
C (3.821, -3.504, 0.824)
N (2.427, -3.880, 0.481)
C (3.938, -2.002, 1.061)
C (3.131, -1.470, 2.260)
N (1.720, -1.256, 1.924)
C (3.453, -2.327, 3.512)
H (1.342, -3.865, 3.692)
H (1.843, -4.224, 2.049)
H (1.984, -5.353, 3.377)
H (3.848, -4.308, 4.225)
H (4.219, -5.329, 1.941)
H (5.318, -3.997, 2.287)
H (4.486, -3.773, -0.002)
H (1.960, -3.129, -0.017)
H (2.409, -4.717, -0.091)
H (3.628, -1.454, 0.169)
H (4.992, -1.778, 1.235)
H (3.523, -0.471, 2.471)
H (1.253, -0.639, 2.584)
H (1.135, -2.086, 1.858)
H (2.786, -2.049, 4.333)
H (4.464, -2.065, 3.830)
C (-3.076, -0.071, 3.278)
As (-1.876, 1.342, 2.754)
C (-1.303, 2.216, 4.387)
C (-2.824, 2.642, 1.687)
O (-0.539, 0.750, 1.983)
H (-4.000, 0.352, 3.670)
H (-2.601, -0.670, 4.053)
H (-3.276, -0.676, 2.394)
H (-2.154, 2.412, 5.038)
H (-0.813, 3.159, 4.147)
H (-0.595, 1.569, 4.903)
H (-3.768, 2.898, 2.167)
H (-3.017, 2.204, 0.708)
H (-2.217, 3.539, 1.571)

2.
Computed, not measured: 3 unconnected molecules or ions with the total composition C14H17ClN2O3S at a distorted geometry, with the ωB97M-V functional and the def2-TZVPD basis.

Computed properties:
Lowest unoccupied orbital energy, eV: 0.66
Gap between HOMO and LUMO, eV: 10.530

Positions of all 38 atoms, in Å:
O (1.182, -4.135, -0.189)
S (-0.049, -3.529, -0.596)
O (-1.284, -4.179, -0.302)
C (-0.073, -1.852, -0.004)
C (1.126, -1.094, -0.623)
C (0.878, -1.106, -2.125)
Cl (1.856, 0.082, -3.013)
C (1.098, -2.514, -2.641)
O (-0.004, -3.339, -2.193)
H (0.009, -1.862, 1.077)
H (-0.992, -1.384, -0.342)
H (1.143, -0.086, -0.215)
H (2.042, -1.630, -0.380)
H (-0.168, -0.846, -2.279)
H (2.025, -2.931, -2.250)
H (1.111, -2.552, -3.725)
N (-2.514, -0.332, 1.948)
C (-3.236, -1.256, 2.579)
C (-4.591, -1.453, 2.360)
C (-5.234, -0.645, 1.437)
C (-4.498, 0.323, 0.773)
C (-3.148, 0.436, 1.062)
H (-2.698, -1.868, 3.293)
H (-5.125, -2.222, 2.900)
H (-6.291, -0.768, 1.238)
H (-4.959, 0.976, 0.044)
H (-2.536, 1.180, 0.561)
N (2.420, 2.119, 0.367)
C (2.304, 3.117, 1.241)
C (2.938, 4.341, 1.095)
C (3.738, 4.540, -0.019)
C (3.870, 3.510, -0.936)
C (3.194, 2.323, -0.698)
H (1.669, 2.922, 2.098)
H (2.805, 5.117, 1.836)
H (4.249, 5.482, -0.169)
H (4.485, 3.622, -1.818)
H (3.259, 1.491, -1.393)

3.
Computed, not measured: a molecular structure, C22H18N7O3SSeW, with the ωB97M-V functional and the def2-TZVPD basis.

Computed properties:
Total charge: +1
Lowest unoccupied orbital energy (spin up / spin down), eV: -4.43 / -4.96
Multiplicity: 3
⟨S²⟩: 2.0206
Energy above the lowest of the compared OMol25 structures with the same formula, charge and spin, kJ/mol: 0.0
Gap between HOMO and LUMO (spin up / spin down), eV: 7.029 / 7.430

Positions of all 53 atoms, in Å:
W (-0.639, 1.881, 0.628)
O (4.791, -0.196, 0.715)
S (4.155, -0.097, 1.996)
O (4.917, -0.013, 3.193)
N (3.074, 1.175, 1.920)
C (1.887, 0.721, 1.895)
O (0.850, 1.563, 1.795)
C (1.682, -0.747, 2.010)
C (0.526, -1.506, 2.036)
C (0.655, -2.888, 2.136)
C (1.910, -3.488, 2.218)
C (3.072, -2.722, 2.202)
C (2.921, -1.356, 2.098)
H (-0.456, -1.050, 2.006)
H (-0.231, -3.508, 2.176)
H (1.984, -4.563, 2.317)
H (4.049, -3.179, 2.284)
N (-3.848, -0.020, 5.744)
C (-3.736, 0.213, 4.623)
N (-3.677, 0.495, 3.329)
C (-2.859, 0.784, 2.485)
N (-2.155, 1.059, 1.548)
C (2.914, -1.450, -1.767)
N (1.499, -1.831, -1.635)
C (1.009, -3.116, -1.761)
C (-0.325, -3.051, -1.589)
N (-0.641, -1.723, -1.366)
C (-2.012, -1.231, -1.249)
C (0.480, -0.994, -1.389)
Se (0.788, 0.852, -1.244)
H (3.478, -2.357, -1.962)
H (3.269, -0.988, -0.852)
H (3.034, -0.763, -2.601)
H (1.655, -3.950, -1.966)
H (-1.081, -3.815, -1.618)
H (-2.584, -1.938, -0.653)
H (-2.456, -1.133, -2.238)
H (-2.009, -0.268, -0.751)
C (-0.684, 4.007, 0.458)
C (-1.306, 3.628, -0.810)
C (-0.688, 3.784, -2.078)
C (-1.169, 3.124, -3.171)
C (-2.283, 2.264, -3.046)
C (-2.966, 2.183, -1.858)
C (-2.486, 2.865, -0.722)
C (-2.700, 1.439, -4.156)
N (-3.007, 0.716, -4.994)
H (-1.346, 4.413, 1.224)
H (0.269, 4.526, 0.399)
H (0.185, 4.419, -2.161)
H (-0.685, 3.232, -4.133)
H (-3.880, 1.607, -1.797)
H (-3.145, 2.989, 0.129)

4.
Computed, not measured: 3 unconnected molecules or ions with the total composition C4H13NO2 at a distorted geometry, with the ωB97M-V functional and the def2-TZVPD basis.

Computed properties:
Lowest unoccupied orbital energy, eV: 0.65
Energy above the lowest of the compared OMol25 structures with the same formula, charge and spin, kJ/mol: 94.1
Gap between HOMO and LUMO, eV: 9.842

Positions of all 20 atoms, in Å:
N (0.993, 0.294, 0.562)
C (0.727, -0.087, -0.859)
C (-0.204, 0.981, -1.454)
C (-0.124, 2.199, -0.509)
C (0.269, 1.582, 0.805)
H (1.970, 0.448, 0.768)
H (1.587, -0.203, -1.477)
H (0.296, -1.083, -0.767)
H (0.200, 1.236, -2.437)
H (-1.205, 0.605, -1.648)
H (0.477, 3.048, -0.820)
H (-1.168, 2.523, -0.523)
H (0.944, 2.193, 1.408)
H (-0.567, 1.315, 1.448)
H (-0.142, -3.405, 0.281)
H (-0.661, -2.847, -0.998)
O (-0.772, -3.604, -0.421)
H (-0.676, -1.240, 1.651)
H (-0.927, -2.457, 2.470)
O (-1.017, -1.499, 2.519)

5.
Computed, not measured: 2 unconnected molecules or ions with the total composition C8H11ClNO at a distorted geometry, with the ωB97M-V functional and the def2-TZVPD basis.

Computed properties:
Total charge: +1
Lowest unoccupied orbital energy, eV: -7.41
Energy above the lowest of the compared OMol25 structures with the same formula, charge and spin, kJ/mol: 51.2
Gap between HOMO and LUMO, eV: 4.943

Positions of all 22 atoms, in Å:
C (-3.758, 1.129, -0.301)
C (-4.007, -0.012, 0.436)
C (-2.502, 1.408, -0.808)
C (-2.973, -0.936, 0.696)
C (-1.432, 0.520, -0.581)
C (-1.839, -0.518, 0.141)
C (2.977, 0.368, 0.989)
C (2.398, -0.764, 0.088)
N (3.407, -1.577, -0.505)
O (1.575, -0.203, -0.890)
Cl (4.017, 1.443, 0.012)
H (-4.568, 1.820, -0.486)
H (-4.985, -0.239, 0.835)
H (-2.304, 2.299, -1.386)
H (-3.139, -1.833, 1.266)
H (1.747, -1.391, 0.707)
H (2.162, 0.971, 1.386)
H (3.578, -0.045, 1.796)
H (4.120, -1.044, -0.987)
H (3.816, -2.266, 0.106)
H (-0.430, 0.671, -0.951)
H (2.141, 0.199, -1.564)

6.
Computed, not measured: 2 unconnected molecules or ions with the total composition C2H4N2O3 at a distorted geometry, with the ωB97M-V functional and the def2-TZVPD basis.

Computed properties:
Lowest unoccupied orbital energy, eV: -1.22
Energy above the lowest of the compared OMol25 structures with the same formula, charge and spin, kJ/mol: 838.9
Gap between HOMO and LUMO, eV: 9.731

Positions of all 11 atoms, in Å:
C (-1.760, -0.018, 0.136)
C (1.251, 0.262, -0.369)
N (1.473, 1.390, -0.104)
N (1.512, -1.079, -0.060)
O (1.505, 2.562, -0.023)
O (2.232, -1.192, 0.895)
O (1.006, -1.963, -0.678)
H (-1.896, 0.839, -0.526)
H (-0.993, -0.614, -0.370)
H (-1.653, 0.322, 1.281)
H (-2.677, -0.511, -0.182)

7.
Computed, not measured: a molecular structure, C4H6LuO2 at a distorted geometry, with the ωB97M-V functional and the def2-TZVPD basis.

Computed properties:
Total charge: +2
Lowest unoccupied orbital energy (spin up / spin down), eV: -10.35 / -11.50
Multiplicity: 2
⟨S²⟩: 0.7505
Energy above the lowest of the compared OMol25 structures with the same formula, charge and spin, kJ/mol: 0.0
Gap between HOMO and LUMO (spin up / spin down), eV: 7.529 / 6.539

Positions of all 13 atoms, in Å:
C (-0.077, -0.220, -0.855)
O (-1.231, -0.705, -1.436)
H (0.550, 0.234, -1.638)
H (-2.002, -0.416, -0.936)
C (0.890, -1.113, 0.062)
C (1.060, 0.091, 1.007)
C (-0.134, 0.695, 0.341)
O (-0.922, 1.619, 0.501)
Lu (-3.083, 2.405, 0.008)
H (0.337, -1.927, 0.544)
H (1.779, -1.487, -0.454)
H (0.990, -0.043, 2.091)
H (1.842, 0.866, 0.764)

8.
Computed, not measured: a single C4H9NO2 molecule, with the ωB97M-V functional and the def2-TZVPD basis.

Computed properties:
Lowest unoccupied orbital energy, eV: 0.95
Energy above the lowest of the compared OMol25 structures with the same formula, charge and spin, kJ/mol: 379.3
Gap between HOMO and LUMO, eV: 10.645

Positions of all 16 atoms, in Å:
C (-1.212, 1.151, -0.196)
C (-0.395, 0.136, 0.604)
C (-0.629, -1.293, 0.114)
O (-0.005, -2.259, 0.919)
N (1.041, 0.524, 0.665)
C (1.706, 0.728, -0.572)
O (1.934, -0.492, 0.063)
H (-0.962, 2.181, 0.077)
H (-2.277, 1.006, 0.013)
H (-1.074, 1.041, -1.279)
H (-0.714, 0.175, 1.651)
H (-1.705, -1.492, 0.165)
H (-0.326, -1.379, -0.941)
H (0.945, -2.157, 0.771)
H (2.518, 1.454, -0.540)
H (1.153, 0.677, -1.511)

9.
Computed, not measured: 2 unconnected molecules or ions with the total composition C4H13N2OS at a distorted geometry, with the ωB97M-V functional and the def2-TZVPD basis.

Computed properties:
Total charge: -1
Lowest unoccupied orbital energy, eV: 3.65
Energy above the lowest of the compared OMol25 structures with the same formula, charge and spin, kJ/mol: 232.4
Gap between HOMO and LUMO, eV: 6.436

Positions of all 21 atoms, in Å:
C (1.144, 0.996, -1.036)
N (0.691, -0.237, -0.259)
C (-0.722, -0.212, -0.393)
C (-1.457, -1.468, -1.308)
S (-0.239, -1.783, -2.692)
C (-1.275, -0.643, 1.029)
N (-0.884, 0.332, 2.171)
H (2.294, 1.085, -0.953)
H (1.012, 0.860, -2.167)
H (0.660, 1.968, -0.701)
H (1.128, -1.124, -0.775)
H (-1.158, 0.748, -0.767)
H (-2.347, -1.158, -1.641)
H (-1.795, -2.379, -0.798)
H (-0.913, -1.653, 1.262)
H (-2.439, -0.684, 1.105)
H (-0.224, 1.020, 1.798)
H (-0.296, -0.112, 2.789)
H (2.982, 1.500, 0.777)
H (1.589, 1.112, 1.331)
O (2.247, 1.833, 1.230)

10.
Computed, not measured: 2 unconnected molecules or ions with the total composition C5H11NO2 at a distorted geometry, with the ωB97M-V functional and the def2-TZVPD basis.

Computed properties:
Lowest unoccupied orbital energy, eV: 0.98
Energy above the lowest of the compared OMol25 structures with the same formula, charge and spin, kJ/mol: 416.4
Gap between HOMO and LUMO, eV: 9.271

Positions of all 19 atoms, in Å:
C (-1.647, 1.002, 0.588)
C (-1.102, -0.362, -1.299)
C (-1.606, -1.489, -0.819)
O (-1.143, 0.909, -0.727)
H (-0.814, -0.256, -2.338)
H (-1.626, 2.061, 0.849)
H (-2.671, 0.618, 0.640)
H (-1.022, 0.442, 1.292)
H (-1.917, -1.611, 0.204)
H (-1.721, -2.338, -1.465)
N (1.640, -0.160, -0.737)
C (1.884, -0.560, 0.575)
C (1.759, 0.200, 1.653)
O (1.617, 1.241, -0.958)
H (0.664, 1.468, -0.888)
H (2.260, -0.573, -1.421)
H (2.055, -1.625, 0.636)
H (1.826, -0.222, 2.639)
H (1.565, 1.255, 1.577)

11.
Computed, not measured: 2 unconnected molecules or ions with the total composition C2H2Cl2P2 at a distorted geometry, with the ωB97M-V functional and the def2-TZVPD basis.

Computed properties:
Lowest unoccupied orbital energy (spin up / spin down), eV: -1.39 / -1.39
Energy above the lowest of the compared OMol25 structures with the same formula, charge and spin, kJ/mol: 55.2
Gap between HOMO and LUMO (spin up / spin down), eV: 7.317 / 7.316

Positions of all 8 atoms, in Å:
C (0.514, -1.134, -0.017)
C (-0.707, -0.649, 0.431)
P (1.851, -1.824, -0.408)
P (-1.358, 0.889, 0.005)
Cl (1.684, 1.709, -0.556)
Cl (-1.644, -1.861, 1.211)
H (2.349, 2.077, -1.479)
H (-2.690, 0.793, 0.813)

12.
Computed, not measured: a molecular structure, C8H14N3Pt at a distorted geometry, with the ωB97M-V functional and the def2-TZVPD basis.

Computed properties:
Total charge: +1
Lowest unoccupied orbital energy (spin up / spin down), eV: -2.84 / -6.83
Multiplicity: 5
⟨S²⟩: 6.0303
Energy above the lowest of the compared OMol25 structures with the same formula, charge and spin, kJ/mol: 177.2
Gap between HOMO and LUMO (spin up / spin down), eV: 5.771 / 5.931

Positions of all 26 atoms, in Å:
C (-2.052, -1.644, -2.885)
Pt (-0.745, -0.941, -1.413)
N (0.435, 0.004, -2.841)
H (-1.736, -1.457, -0.225)
H (-2.275, -0.380, -2.030)
H (-3.037, -2.007, -2.540)
H (-1.561, -2.551, -3.273)
H (-2.176, -0.977, -3.743)
H (1.431, -0.234, -2.771)
H (0.376, 1.013, -2.735)
H (0.166, -0.200, -3.803)
N (2.451, 0.001, 1.044)
C (1.919, -0.538, -0.064)
N (0.596, -0.314, -0.064)
C (0.270, 0.391, 1.117)
C (-0.962, 0.777, 1.644)
C (-0.968, 1.363, 2.913)
C (0.222, 1.542, 3.628)
C (1.457, 1.143, 3.093)
C (1.449, 0.579, 1.817)
H (3.424, -0.033, 1.328)
H (2.485, -1.070, -0.823)
H (-1.841, 0.591, 1.036)
H (-1.916, 1.684, 3.349)
H (0.180, 2.009, 4.635)
H (2.408, 1.248, 3.606)